Entry from OMol25: a cluster of 2 separate species, C4H12 in total at a distorted geometry (ωB97M-V with the def2-TZVPD basis set).

- total charge = 0
- E (a.u.) = -159.57277
- LUMO (Ha) = 0.041
- ΔE to the lowest compared entry with this formula, charge and spin (kJ/mol) = 32.0
- SMILES = CC.CC
- strongest force on any atom (eV/Å) = 1.05

Positions of all 16 atoms, in Å:
C (0.149, 1.117, 2.356)
C (1.020, -0.100, 1.984)
C (-1.297, -0.328, -1.975)
C (0.117, -0.666, -2.374)
H (-1.618, -0.972, -1.150)
H (0.702, 1.865, 2.916)
H (-1.517, 0.692, -1.665)
H (0.437, -0.100, -3.249)
H (-1.994, -0.544, -2.788)
H (-0.165, 1.520, 1.398)
H (0.216, -1.716, -2.673)
H (1.111, -0.226, 0.905)
H (0.730, -1.116, 2.269)
H (2.032, -0.020, 2.382)
H (0.851, -0.619, -1.571)
H (-0.709, 0.862, 2.973)